Entry 1:
Below is a single C24H30ClN3O4S molecule, with properties calculated with ωB97M-V/def2-TZVPD.

Cartesian coordinates (Å):
O  -0.180  -0.851  4.052
C  0.726  -0.275  3.478
N  1.470  -0.863  2.526
C  2.594  -0.275  1.827
H  3.142  0.396  2.491
C  3.534  -1.376  1.335
N  2.849  -2.253  0.414
C  3.457  -2.733  -0.726
C  2.707  -3.133  -1.837
C  3.329  -3.641  -2.962
C  4.706  -3.759  -3.019
C  5.458  -3.366  -1.925
C  4.848  -2.867  -0.791
H  5.459  -2.598  0.057
H  6.534  -3.459  -1.948
H  5.187  -4.153  -3.901
H  2.726  -3.940  -3.807
H  1.633  -3.035  -1.835
C  1.424  -2.372  0.617
H  0.861  -1.622  0.037
C  1.110  -2.203  2.097
H  1.662  -2.947  2.682
H  0.044  -2.341  2.294
H  1.101  -3.368  0.299
H  4.377  -0.901  0.828
H  3.923  -1.936  2.199
H  2.250  0.309  0.965
C  1.054  1.188  3.803
H  2.025  1.258  4.301
O  1.165  2.001  2.653
C  0.105  2.080  1.813
C  -1.186  1.643  2.102
C  -2.193  1.776  1.161
C  -1.915  2.326  -0.073
C  -0.645  2.772  -0.387
C  0.358  2.651  0.555
Cl  1.958  3.181  0.196
H  -0.458  3.193  -1.362
S  -3.213  2.436  -1.296
O  -4.301  3.200  -0.761
O  -2.629  2.838  -2.544
N  -3.746  0.856  -1.360
H  -4.751  0.847  -1.442
C  -3.067  -0.032  -2.293
C  -1.883  -0.701  -1.585
C  -2.372  -1.617  -0.468
C  -3.305  -2.686  -1.030
C  -4.497  -2.031  -1.719
C  -4.026  -1.094  -2.829
H  -4.883  -0.609  -3.303
H  -3.505  -1.672  -3.595
H  -5.153  -2.796  -2.141
H  -5.069  -1.466  -0.981
H  -3.652  -3.337  -0.226
H  -2.761  -3.302  -1.750
H  -2.905  -1.018  0.270
H  -1.522  -2.089  0.028
H  -1.222  0.070  -1.183
H  -1.323  -1.280  -2.323
H  -2.688  0.576  -3.127
H  -3.198  1.453  1.377
H  -1.411  1.192  3.055
H  0.285  1.561  4.490

Computed properties:
Relative energy (zero: lowest compared OMol25 entry of this formula, charge and spin) ... 0.475 eV
Structure (SMILES) ... O=C(COc1ccc(S(=O)(=O)NC2CCCCC2)cc1Cl)N1CCN(c2ccccc2)CC1
Kohn-Sham gap ... 8.321 eV


Entry 2:
Below is a molecular structure, C24H30F3N4OOsS2, with properties calculated with ωB97M-V/def2-TZVPD.

Cartesian coordinates (Å):
Os  -0.157  -0.980  1.262
C  -1.874  -1.079  6.328
N  -0.591  -1.073  5.649
C  0.589  -1.164  6.487
C  -0.510  -0.991  4.384
N  -0.443  -0.922  3.213
H  -2.006  -2.018  6.872
H  -2.692  -0.958  5.621
H  -1.904  -0.265  7.054
H  0.534  -2.066  7.096
H  0.625  -0.302  7.156
H  1.497  -1.187  5.891
C  -1.512  -5.447  0.590
S  -0.777  -4.013  -0.233
O  -0.320  -3.119  0.914
C  0.754  -4.724  -0.931
C  0.980  -4.446  -2.272
C  2.033  -5.068  -2.928
C  2.853  -5.940  -2.228
C  2.634  -6.185  -0.881
C  1.596  -5.553  -0.209
H  -0.830  -5.912  1.296
H  -1.795  -6.158  -0.181
H  -2.405  -5.108  1.110
H  0.335  -3.767  -2.809
H  2.202  -4.874  -3.976
H  3.684  -6.415  -2.732
H  3.256  -6.885  -0.343
H  1.456  -5.732  0.845
C  1.658  3.756  0.516
C  2.656  2.733  -0.004
N  2.027  1.422  -0.108
C  1.810  0.602  -1.114
S  1.091  -0.967  -0.717
N  2.117  0.755  -2.383
C  2.753  1.858  -3.099
C  2.655  1.610  -4.593
H  2.183  4.684  0.715
H  1.209  3.412  1.444
H  0.872  3.951  -0.208
H  3.485  2.634  0.702
H  3.063  3.046  -0.958
H  1.665  1.098  0.793
H  1.934  -0.045  -2.981
H  3.803  1.928  -2.794
H  2.248  2.795  -2.855
H  3.208  0.726  -4.896
H  3.076  2.458  -5.124
H  1.620  1.510  -4.907
F  -5.901  5.354  -2.354
C  -4.603  5.666  -2.403
F  -4.439  6.870  -1.863
F  -4.252  5.739  -3.689
C  -3.779  4.616  -1.677
C  -3.397  4.810  -0.348
C  -2.692  3.827  0.311
C  -2.331  2.639  -0.362
C  -2.706  2.470  -1.715
C  -3.434  3.445  -2.356
C  -1.612  1.628  0.278
C  -0.977  0.729  0.834
H  -3.641  5.739  0.150
H  -2.397  3.967  1.339
H  -2.439  1.565  -2.241
H  -3.745  3.318  -3.382

Computed properties:
Relative energy (zero: lowest compared OMol25 entry of this formula, charge and spin) ... 0.826 eV
Charge ... +3
Spin multiplicity ... 5
Kohn-Sham gap (spin up / spin down) ... 7.548 / 5.067 eV


Entry 3:
Below is a molecular structure, C24H30FeNO8P3S3, with properties calculated with ωB97M-V/def2-TZVPD.

Cartesian coordinates (Å):
Fe  -0.056  0.142  0.303
C  -2.764  0.352  4.619
C  -1.870  0.198  3.398
O  -0.598  -0.215  3.873
P  -1.604  1.753  2.498
O  -1.382  2.875  3.606
O  -2.981  2.176  1.850
O  -0.436  1.710  1.569
P  -2.520  -1.001  2.145
O  -4.028  -0.424  1.884
O  -2.575  -2.375  2.663
O  -1.809  -0.589  0.866
H  -2.257  0.964  5.362
H  -2.954  -0.636  5.039
H  -3.716  0.821  4.369
H  -0.010  -0.415  3.120
H  -0.690  3.494  3.343
H  -3.592  1.438  1.674
H  -4.687  -0.997  2.290
S  2.099  1.125  -0.844
C  0.722  1.743  -1.616
N  -0.466  1.371  -1.209
C  -1.501  1.986  -1.895
C  -2.858  1.795  -1.659
C  -3.768  2.477  -2.446
C  -3.338  3.337  -3.461
C  -1.988  3.528  -3.703
C  -1.072  2.845  -2.910
S  0.672  2.867  -2.951
H  -3.171  1.124  -0.869
H  -4.828  2.344  -2.273
H  -4.068  3.862  -4.064
H  -1.657  4.191  -4.492
C  3.231  -0.102  3.310
S  2.426  -1.335  2.326
C  3.592  -1.423  0.990
O  1.212  -0.612  1.793
H  4.178  -0.504  3.673
H  2.567  0.115  4.144
H  3.377  0.785  2.693
H  4.531  -1.807  1.390
H  3.717  -0.432  0.559
H  3.194  -2.108  0.240
C  -1.557  -1.385  -2.330
P  -0.210  -1.668  -1.152
C  1.175  -2.168  -2.235
C  1.894  -3.346  -2.054
C  2.985  -3.641  -2.865
C  3.362  -2.764  -3.870
C  2.645  -1.591  -4.066
C  1.565  -1.293  -3.251
C  -0.664  -3.199  -0.284
C  -1.830  -3.896  -0.583
C  -2.190  -5.019  0.151
C  -1.388  -5.457  1.190
C  -0.221  -4.772  1.498
C  0.130  -3.648  0.770
H  -1.715  -2.263  -2.957
H  -1.303  -0.535  -2.962
H  -2.466  -1.138  -1.781
H  1.596  -4.053  -1.290
H  3.532  -4.563  -2.713
H  4.209  -2.996  -4.504
H  2.935  -0.899  -4.846
H  1.035  -0.360  -3.403
H  -2.478  -3.562  -1.381
H  -3.108  -5.541  -0.085
H  -1.679  -6.322  1.772
H  0.402  -5.099  2.320
H  1.026  -3.102  1.032

Computed properties:
Kohn-Sham gap (spin up / spin down) ... 7.697 / 7.695 eV


Entry 4:
Below is a molecular structure, C24H30GeN9OS2Ti, with properties calculated with ωB97M-V/def2-TZVPD.

Cartesian coordinates (Å):
Ti  0.677  0.115  -0.707
C  -2.012  -0.072  3.986
C  -0.849  -0.832  4.033
C  0.177  -0.607  3.130
C  0.068  0.399  2.163
C  -1.092  1.173  2.137
C  -2.127  0.930  3.033
N  1.063  0.572  1.181
C  2.406  0.688  1.535
C  2.925  1.028  2.777
C  4.301  1.195  2.920
C  5.146  1.039  1.832
C  4.632  0.694  0.584
C  3.271  0.485  0.448
N  2.590  0.133  -0.723
N  3.387  0.048  -1.852
C  2.620  -0.063  -2.898
C  3.144  -0.082  -4.234
C  2.296  -0.160  -5.284
C  0.884  -0.220  -5.068
C  0.432  -0.177  -3.789
N  1.251  -0.102  -2.706
H  -2.816  -0.258  4.686
H  -0.748  -1.620  4.770
H  1.076  -1.212  3.153
H  -1.142  1.970  1.410
H  -3.022  1.540  2.992
H  2.260  1.192  3.616
H  4.705  1.472  3.886
H  6.211  1.193  1.947
H  5.269  0.576  -0.281
H  4.216  -0.016  -4.353
H  2.686  -0.163  -6.295
H  0.187  -0.278  -5.891
H  -0.631  -0.203  -3.574
C  -0.968  4.685  1.338
O  -0.491  3.780  0.346
C  0.573  4.104  -0.446
S  1.253  5.624  -0.425
S  1.061  2.856  -1.498
H  -1.242  4.080  2.203
H  -1.847  5.209  0.959
H  -0.203  5.410  1.600
C  -0.865  -4.967  -0.141
Ge  -1.273  -3.041  -0.342
C  -2.452  -2.641  1.193
C  -2.308  -2.957  -2.025
C  0.359  -1.999  -0.384
H  -1.778  -5.562  -0.059
H  -0.265  -5.131  0.755
H  -0.297  -5.325  -1.001
H  -3.460  -3.031  1.013
H  -2.499  -1.577  1.429
H  -2.070  -3.145  2.083
H  -3.266  -3.472  -1.908
H  -1.756  -3.466  -2.818
H  -2.494  -1.935  -2.353
H  0.997  -2.468  -1.142
H  0.853  -2.161  0.582
N  -4.661  -0.099  -0.269
N  -3.504  0.544  -0.680
N  -3.474  1.813  -1.036
C  -2.180  1.992  -1.259
N  -1.488  0.863  -1.022
N  -2.358  -0.049  -0.675
H  -5.261  -0.211  -1.080
H  -4.365  -1.012  0.067
H  -1.713  2.911  -1.568

Computed properties:
Relative energy (zero: lowest compared OMol25 entry of this formula, charge and spin) ... 0.325 eV
Charge ... -1
Kohn-Sham gap ... 5.882 eV


Entry 5:
Below is a molecular structure, C24H30IN7OSSiZn, with properties calculated with ωB97M-V/def2-TZVPD.

Cartesian coordinates (Å):
Zn  0.614  0.300  -0.405
C  -1.353  -5.535  -3.354
Si  -2.174  -3.850  -3.282
C  -4.026  -4.124  -3.440
C  -1.641  -2.900  -4.788
C  -1.869  -3.121  -1.592
C  -2.403  -3.844  -0.530
C  -2.288  -3.411  0.785
C  -1.644  -2.203  0.989
N  -1.116  -1.495  0.000
C  -1.168  -1.934  -1.274
S  -0.308  -0.927  -2.416
H  -1.551  -6.031  -4.309
H  -1.701  -6.188  -2.550
H  -0.272  -5.423  -3.245
H  -4.267  -4.599  -4.395
H  -4.547  -3.165  -3.395
H  -4.421  -4.751  -2.639
H  -1.940  -3.475  -5.671
H  -0.564  -2.738  -4.800
H  -2.104  -1.914  -4.825
H  -2.928  -4.776  -0.726
H  -2.691  -3.974  1.615
H  -1.547  -1.773  1.980
N  4.673  -3.214  4.702
C  4.022  -2.671  3.923
C  3.215  -1.986  2.942
C  3.494  -2.151  1.586
C  2.731  -1.478  0.645
C  1.672  -0.633  1.004
C  1.418  -0.496  2.377
C  2.170  -1.154  3.340
H  4.306  -2.801  1.282
H  2.975  -1.607  -0.405
H  0.614  0.151  2.715
H  1.945  -1.024  4.392
I  2.766  1.771  -1.798
O  -1.278  1.552  2.304
N  -2.417  1.180  2.634
C  -2.568  0.736  3.899
C  -1.483  0.689  4.823
N  -0.619  0.634  5.585
C  -3.872  0.327  4.293
N  -4.927  -0.005  4.628
C  -0.180  4.451  -2.777
C  -0.879  4.651  -1.435
N  -1.939  3.689  -1.168
C  -3.311  4.113  -1.374
C  -3.774  4.024  -2.824
C  -1.626  2.400  -0.821
C  -2.750  1.440  -0.614
N  -0.416  2.013  -0.650
H  0.659  5.141  -2.872
H  -0.871  4.626  -3.604
H  0.225  3.443  -2.867
H  -1.335  5.643  -1.389
H  -0.147  4.612  -0.624
H  -3.393  5.148  -1.026
H  -3.964  3.523  -0.737
H  -3.211  4.708  -3.461
H  -4.833  4.279  -2.906
H  -3.630  3.015  -3.210
H  -3.316  1.717  0.276
H  -2.331  0.458  -0.436
H  -3.412  1.401  -1.480
H  0.294  2.729  -0.759

Computed properties:
Relative energy (zero: lowest compared OMol25 entry of this formula, charge and spin) ... 0.140 eV
Charge ... -2
Kohn-Sham gap ... 6.771 eV


Entry 6:
Below is a molecular structure, C24H30InN8O7P, with properties calculated with ωB97M-V/def2-TZVPD.

Cartesian coordinates (Å):
In  8.811  10.581  7.655
O  4.765  10.578  8.374
C  5.849  10.034  8.589
O  7.011  10.645  8.773
C  5.954  8.528  8.815
C  6.958  8.101  9.952
C  6.402  6.751  10.423
C  6.712  5.832  9.178
C  7.479  6.750  8.230
O  8.149  7.673  9.224
C  6.410  7.676  7.600
C  6.805  8.346  6.267
O  6.315  7.960  5.197
O  7.846  9.137  6.335
H  4.948  8.174  9.092
H  7.099  8.847  10.726
H  5.325  6.826  10.640
H  6.929  6.380  11.335
H  5.826  5.360  8.735
H  7.296  4.926  9.539
H  8.169  6.325  7.488
H  5.571  7.088  7.221
C  13.541  13.150  7.972
N  13.213  12.453  6.726
C  13.939  11.494  6.056
C  13.085  10.941  5.130
N  11.842  11.530  5.205
C  11.915  12.435  6.168
P  10.692  13.722  6.493
C  9.221  13.076  5.499
N  8.634  11.912  5.776
C  7.390  11.976  5.124
C  7.230  13.218  4.531
N  8.401  13.911  4.796
C  8.640  15.326  4.412
C  9.959  13.666  8.174
N  9.044  12.734  8.468
C  8.385  13.230  9.659
C  8.961  14.410  10.038
N  9.960  14.643  9.094
C  10.818  15.856  9.087
H  14.339  12.621  8.522
H  12.601  13.166  8.549
H  13.847  14.162  7.665
H  15.007  11.259  6.151
H  13.296  10.213  4.388
H  6.709  11.149  5.140
H  6.368  13.655  4.005
H  7.791  15.707  3.829
H  9.580  15.387  3.853
H  8.760  15.867  5.362
H  7.565  12.764  10.167
H  8.864  15.084  10.900
H  11.015  16.184  10.111
H  10.334  16.620  8.478
H  11.733  15.495  8.617
C  12.327  8.811  9.937
C  11.394  9.111  8.795
N  10.538  10.102  8.884
O  10.737  10.854  10.071
C  11.457  8.384  7.574
C  12.339  7.202  7.437
N  10.666  8.814  6.565
O  10.688  8.080  5.548
H  11.837  9.176  10.842
H  13.279  9.337  9.807
H  12.574  7.740  9.999
H  10.221  11.702  9.981
H  13.392  7.429  7.329
H  12.043  6.608  6.602
H  12.305  6.621  8.356

Computed properties:
Relative energy (zero: lowest compared OMol25 entry of this formula, charge and spin) ... 0.000 eV
Kohn-Sham gap (spin up / spin down) ... 6.373 / 6.373 eV